# 1
DFT (ωB97M-V/def2-TZVPD) results for C5H8O in the gas phase.

Each line ends with the Löwdin charge.
Atoms and positions in Å:
C1 -0.86669 0.13977 1.53298  -0.06
C2 0.06382 -0.48274 0.50008  -0.29
C3 -0.43428 -0.53330 -0.97261  -0.14
C4 0.74520 0.36102 -1.43709  -0.08
C5 1.20174 0.42676 0.02120  -0.38
O1 2.08493 1.00677 0.59254  0.11
H1 -0.34260 0.31389 2.47782  0.08
H2 -1.25107 1.10356 1.17917  0.09
H3 -1.72470 -0.51164 1.72749  0.08
H4 0.44934 -1.44485 0.86168  0.15
H5 -0.45488 -1.53326 -1.41242  0.10
H6 -1.41603 -0.07183 -1.11092  0.11
H7 1.46960 -0.11170 -2.10748  0.12
H8 0.47561 1.33755 -1.85243  0.12

The calculation puts the orbital gap at 10.40 eV. The calculation puts the strongest force on any atom at 0.0102 hartree/bohr. The LUMO energy comes out at 0.986 eV. As for the structure (SMILES): C[C@H]1CCC1=O.

=====

# 2
DFT (ωB97M-V/def2-TZVPD) results for 2 unconnected molecules or ions with the total composition C5H8O.

Each line ends with the Löwdin charge.
Atoms and positions in Å:
C1 -1.64761 -1.15662 -1.36068  -0.17
O1 -0.69678 -1.88499 -1.50284  -0.02
C2 -0.15454 0.64293 0.36176  -0.22
C3 0.39518 -0.39383 1.28530  -0.11
C4 1.24150 0.78559 0.97035  -0.20
C5 1.05541 0.77488 -0.50352  -0.11
H1 -2.38657 -1.29772 -0.54756  0.09
H2 -1.85724 -0.31318 -2.04752  0.09
H3 0.74316 -1.32170 0.83160  0.10
H4 -0.10890 -0.51238 2.24031  0.11
H5 1.50810 1.61517 1.60993  0.12
H6 -0.63369 1.52025 0.75807  0.12
H7 1.41485 -0.13320 -0.98735  0.10
H8 1.12714 1.67481 -1.10785  0.11

The calculation puts the orbital gap at 10.15 eV. The calculation puts the strongest force on any atom at 0.0225 hartree/bohr. The LUMO energy comes out at 1.061 eV. As for the structure (SMILES): C1[C@H]2C[C@@H]12.C=O.

=====

# 3
DFT (ωB97M-V/def2-TZVPD) results for a molecular structure, C5H8O.

Each line ends with the Löwdin charge.
Atoms and positions in Å:
O1 -1.45255 -1.58424 -1.01879  0.05
C1 -0.59053 -1.70497 -0.17997  -0.24
C2 -0.09174 -0.58643 0.70927  -0.36
C3 -1.04070 0.60046 0.81966  0.03
C4 0.30513 1.31073 -0.55319  -0.08
C5 1.07783 0.13660 0.01841  -0.19
H1 -0.08276 -2.68403 -0.02920  0.13
H2 0.20716 -1.02173 1.67065  0.13
H3 -1.90614 0.42979 0.16950  0.05
H4 -0.54431 1.64552 0.42343  0.05
H5 -0.15808 1.15921 -1.52134  0.10
H6 0.85992 2.26089 -0.54068  0.10
H7 1.62201 -0.43822 -0.73616  0.11
H8 1.79476 0.47643 0.76841  0.12

The calculation puts the orbital gap at 8.92 eV. The calculation puts the strongest force on any atom at 0.0161 hartree/bohr. The LUMO energy comes out at 0.677 eV.

=====

# 4
DFT (ωB97M-V/def2-TZVPD) results for a molecular structure, C5H8O.

Each line ends with the Löwdin charge.
Atoms and positions in Å:
C1 0.01794 -0.23417 -1.66572  -0.04
C2 0.43687 0.57204 -0.44832  -0.45
O1 -0.47573 1.62379 -0.28774  -0.04
C3 0.54316 -0.26208 0.82424  -0.25
C4 0.07474 0.40784 2.08895  0.00
C5 -0.71745 -0.63040 1.82800  -0.10
H1 -0.98818 -0.64053 -1.51400  0.09
H2 -0.00645 0.41034 -2.54858  0.08
H3 0.71381 -1.05946 -1.85120  0.09
H4 1.46160 0.95727 -0.60218  0.15
H5 -0.36036 1.96789 0.61466  0.07
H6 -0.30021 -1.34932 0.88826  0.15
H7 1.38655 -0.95424 0.87903  0.14
H8 -1.78629 -0.80897 1.79458  0.11

The calculation puts the orbital gap at 10.35 eV. The calculation puts the strongest force on any atom at 0.0093 hartree/bohr. The LUMO energy comes out at 0.884 eV.

=====

# 5
DFT (ωB97M-V/def2-TZVPD) results for C5H8O in the gas phase.

Each line ends with the Löwdin charge.
Atoms and positions in Å:
C1 -0.82753 -1.20414 0.31792  -0.06
C2 -0.63700 0.22886 0.71605  -0.22
C3 0.79737 0.62708 1.01602  -0.17
O1 1.56192 0.30267 -0.14115  -0.13
C4 0.70407 0.22767 -1.26272  -0.19
C5 -0.65763 -0.14165 -0.74107  -0.22
H1 -0.00440 -1.88311 0.54432  0.12
H2 -1.80842 -1.64740 0.47967  0.10
H3 -1.45051 0.78362 1.17392  0.14
H4 1.23096 0.06617 1.85371  0.12
H5 0.86764 1.70025 1.23975  0.12
H6 1.16435 -0.45150 -1.98728  0.13
H7 0.52652 1.19387 -1.77874  0.12
H8 -1.41524 0.22520 -1.42484  0.13

The calculation puts the orbital gap at 10.73 eV. The calculation puts the strongest force on any atom at 0.0161 hartree/bohr. The LUMO energy comes out at 1.123 eV. As for the structure (SMILES): C1OC[C@H]2C[C@@H]12.

=====

# 6
DFT (ωB97M-V/def2-TZVPD) results for C5H8O in the gas phase.

Each line ends with the Löwdin charge.
Atoms and positions in Å:
C1 0.61549 -2.34101 0.11232  -0.11
C2 -0.45674 0.79411 -0.67429  -0.09
C3 -1.10635 1.62858 0.39565  -0.28
O1 -0.89956 3.00732 0.15248  -0.07
C4 0.54277 -0.01713 -0.45012  -0.06
C5 1.34175 -1.03673 -0.20587  -0.14
H1 0.74432 -2.46517 1.19715  0.07
H2 -0.44513 -2.29517 -0.19997  0.08
H3 0.88649 -3.29192 -0.35652  0.06
H4 -0.78843 0.93342 -1.70018  0.11
H5 -2.18913 1.48388 0.37849  0.12
H6 -0.73714 1.32709 1.38839  0.12
H7 0.05479 3.13907 0.09282  0.09
H8 2.43689 -0.86634 -0.13035  0.11

The calculation puts the orbital gap at 10.43 eV. The calculation puts the strongest force on any atom at 0.0203 hartree/bohr. The LUMO energy comes out at 0.956 eV. As for the structure (SMILES): CC=C=CCO.

=====

# 7
DFT (ωB97M-V/def2-TZVPD) results for 2 unconnected molecules or ions with the total composition C5H8O.

Each line ends with the Löwdin charge.
Atoms and positions in Å:
O1 0.53599 0.21379 1.55766  -0.09
C1 -0.74055 0.26975 0.99101  -0.30
C2 -0.81725 0.83114 -0.42080  -0.14
C3 0.05866 -0.11333 -1.21742  -0.15
C4 0.33380 -1.22395 -0.53265  -0.07
C5 -0.05406 -1.01981 0.89438  -0.16
H1 1.62504 0.88804 0.27522  0.09
H2 -1.53978 0.45695 1.69362  0.14
H3 -1.84405 0.70137 -0.78183  0.12
H4 -0.55971 1.89210 -0.49917  0.12
H5 0.44581 0.14373 -2.20233  0.11
H6 1.80882 0.89569 -0.44780  0.08
H7 0.88205 -2.08795 -0.90058  0.11
H8 -0.13479 -1.84751 1.59071  0.14

The calculation puts the orbital gap at 10.20 eV. The calculation puts the strongest force on any atom at 0.0262 hartree/bohr. The LUMO energy comes out at 1.152 eV. As for the structure (SMILES): C1=C[C@H]2O[C@H]2C1.[H][H].

=====

# 8
DFT (ωB97M-V/def2-TZVPD) results for C5H8O in the gas phase.

Each line ends with the Löwdin charge.
Atoms and positions in Å:
O1 -2.29320 1.46242 -0.49544  0.01
C1 -1.21941 0.66672 -0.55639  -0.22
C2 0.05925 1.05445 0.03434  -0.23
C3 1.26820 0.24435 0.06399  -0.11
C4 1.26260 -1.15935 0.17870  -0.21
C5 0.22442 -2.04685 0.12214  0.01
H1 -2.02650 2.37652 -0.30398  0.11
H2 -1.45861 -0.33390 -0.89403  0.09
H3 -0.33952 0.89534 1.07519  0.16
H4 0.23983 2.13716 -0.05851  0.12
H5 2.20016 0.78384 0.18639  0.09
H6 2.24357 -1.60147 0.36564  0.09
H7 -0.80944 -1.78189 -0.05946  0.02
H8 0.39941 -3.09611 0.34228  0.05

The calculation puts the orbital gap (spin up / spin down) at 6.30 / 8.17 eV. The calculation puts the strongest force on any atom at 0.0439 hartree/bohr. The LUMO energy (spin up / spin down) comes out at -0.211 / 0.775 eV.

=====

# 9
DFT (ωB97M-V/def2-TZVPD) results for C5H8O in the gas phase.

Each line ends with the Löwdin charge.
Atoms and positions in Å:
C1 -1.37830 -0.95858 -0.42814  -0.06
C2 -0.53729 0.28105 -0.65231  -0.30
C3 -0.15952 1.15174 0.49358  -0.08
C4 0.92553 0.42824 -0.28385  -0.20
C5 1.71832 -0.47601 0.57759  -0.25
O1 2.90272 -0.32742 0.77252  0.05
H1 -0.95079 -1.63112 0.32198  0.07
H2 -2.37614 -0.66930 -0.07870  0.08
H3 -1.50089 -1.52466 -1.35699  0.08
H4 -0.77806 0.80898 -1.57365  0.13
H5 -0.36861 0.74684 1.48213  0.11
H6 -0.17681 2.23362 0.43372  0.11
H7 1.53827 1.03688 -0.94115  0.14
H8 1.14858 -1.25659 1.12650  0.13

The calculation puts the orbital gap at 10.76 eV. The calculation puts the strongest force on any atom at 0.0088 hartree/bohr. The LUMO energy comes out at 1.063 eV. As for the structure (SMILES): C[C@H]1C[C@H]1C=O.

=====

# 10
DFT (ωB97M-V/def2-TZVPD) results for a molecular structure, C5H8O.

Each line ends with the Löwdin charge.
Atoms and positions in Å:
C1 0.87704 1.28123 1.18521  -0.12
C2 -0.15601 0.34448 0.67725  -0.03
C3 -0.68018 0.49817 -0.72114  -0.21
C4 -0.77137 -1.01184 -1.01938  -0.15
C5 0.18365 -1.54623 0.05090  -0.33
O1 1.38088 -1.22759 -0.01266  -0.01
H1 0.27393 2.06572 1.67842  0.10
H2 1.52126 1.77137 0.43659  0.08
H3 1.48387 0.81502 1.96638  0.08
H4 -1.68109 0.94989 -0.67507  0.12
H5 -0.07263 1.07748 -1.43426  0.11
H6 -1.78302 -1.38733 -0.84625  0.11
H7 -0.41996 -1.28669 -2.01976  0.12
H8 -0.15637 -2.34368 0.73376  0.13

The calculation puts the orbital gap at 8.59 eV. The calculation puts the strongest force on any atom at 0.0103 hartree/bohr. The LUMO energy comes out at 0.093 eV.